The following is a quantum chemistry calculation of a cluster of 15 separate species, C25H85O30P5 in total in a non-equilibrium geometry, from the OMol25 dataset.

Structure (XYZ):
```
145
Properties=species:S:1:pos:R:3:forces:R:3:lowdin_charge:R:1
C -15.283 -15.444 -4.275 0.327 0.164 0.506 -0.17
O -15.182 -14.938 -5.591 -0.130 -0.307 0.078 -0.13
H -15.596 -16.491 -4.259 -0.081 0.037 -0.056 0.05
H -14.319 -15.384 -3.749 -0.044 -0.035 -0.080 0.08
H -15.983 -14.848 -3.688 -0.134 0.032 -0.209 0.08
H -14.864 -15.700 -6.100 -0.052 0.209 -0.275 0.02
C -16.522 -12.677 -7.921 -0.456 -0.177 -0.263 -0.13
O -17.957 -12.676 -7.951 0.371 0.032 0.045 -0.13
H -16.114 -11.823 -8.467 0.039 0.026 0.050 0.08
H -16.193 -12.647 -6.887 -0.074 0.009 0.056 0.08
H -16.161 -13.602 -8.373 0.235 0.039 0.045 0.05
H -18.215 -12.836 -8.863 -0.144 0.053 -0.004 0.08
C -14.914 -17.881 -12.059 -0.060 0.527 0.416 -0.16
O -15.883 -16.938 -11.634 0.263 -0.102 -0.162 -0.16
H -14.360 -18.272 -11.194 -0.051 -0.257 -0.100 0.07
H -15.377 -18.691 -12.625 0.151 -0.119 -0.055 0.07
H -14.188 -17.353 -12.676 -0.066 -0.079 -0.168 0.08
H -16.590 -17.433 -11.190 -0.127 0.153 0.047 0.00
C -20.520 -20.677 -13.760 -0.114 -0.079 -0.055 -0.13
O -21.281 -21.230 -12.684 -0.009 0.094 0.260 -0.14
H -20.226 -19.672 -13.464 0.032 -0.016 -0.010 0.06
H -19.630 -21.276 -13.969 0.021 0.021 0.008 0.07
H -21.116 -20.594 -14.671 0.008 0.018 0.011 0.08
H -21.748 -22.018 -12.975 0.108 0.006 -0.152 0.07
C -17.422 -21.966 -11.970 -0.245 0.381 0.356 -0.17
O -17.016 -22.680 -13.114 -0.079 -0.255 -0.127 -0.10
H -18.495 -22.114 -11.827 -0.003 -0.082 -0.233 0.06
H -16.944 -22.314 -11.048 0.149 0.015 -0.104 0.06
H -17.266 -20.887 -12.081 0.092 -0.033 0.092 0.08
H -16.058 -22.657 -13.183 0.003 0.056 0.021 0.08
C -19.920 -22.321 -4.233 -0.242 0.613 0.007 -0.13
O -19.925 -22.428 -5.661 0.125 -0.514 0.342 -0.14
H -19.651 -21.287 -4.024 0.077 -0.061 0.153 0.06
H -20.913 -22.480 -3.805 -0.011 -0.096 -0.111 0.09
H -19.217 -22.994 -3.739 0.098 -0.027 -0.167 0.07
H -19.982 -23.368 -5.858 -0.140 0.025 -0.210 0.07
C -14.091 -14.963 -9.665 1.240 1.236 -0.132 -0.13
O -13.191 -13.824 -9.509 -0.470 -0.329 -0.091 -0.14
H -13.418 -15.795 -9.853 -0.343 -0.370 0.086 0.07
H -14.654 -15.065 -8.740 -0.176 -0.347 -0.054 0.05
H -14.723 -14.795 -10.532 -0.273 -0.347 0.088 0.08
H -13.591 -13.087 -9.976 0.068 0.070 0.099 0.06
C -19.253 -14.059 -5.346 0.228 0.355 0.028 -0.16
O -20.372 -13.910 -4.491 -0.008 -0.069 -0.210 -0.13
H -19.525 -14.348 -6.365 -0.089 -0.169 0.093 0.06
H -18.760 -13.093 -5.452 -0.012 -0.008 0.146 0.08
H -18.532 -14.777 -4.935 0.026 -0.044 -0.145 0.06
H -20.904 -14.705 -4.632 -0.081 -0.033 0.198 0.02
C -14.148 -18.324 -7.551 -0.143 -0.637 -0.115 -0.11
O -14.279 -17.463 -6.423 0.169 0.283 -0.202 -0.13
H -15.124 -18.425 -8.024 -0.053 0.087 0.111 0.06
H -13.453 -17.965 -8.314 0.067 0.217 0.177 0.08
H -13.844 -19.318 -7.212 0.028 0.005 -0.101 0.07
H -13.390 -17.252 -6.119 0.007 -0.081 0.108 0.10
C -19.364 -16.871 -13.007 0.886 -0.511 0.009 -0.16
O -20.026 -17.102 -14.254 -0.063 0.135 0.036 -0.13
H -18.335 -17.243 -13.067 -0.101 -0.014 -0.236 0.07
H -19.275 -15.820 -12.743 -0.382 0.047 0.081 0.08
H -19.831 -17.448 -12.211 -0.260 0.285 0.078 0.05
H -20.459 -16.288 -14.518 0.008 -0.014 0.000 0.06
C -18.957 -24.405 -9.260 -0.331 0.421 -0.242 -0.09
O -17.976 -25.382 -9.588 0.159 0.046 0.016 -0.20
P -18.255 -26.919 -9.352 -0.343 0.446 -0.026 0.31
O -17.118 -27.765 -9.646 0.678 -0.390 0.054 -0.20
O -18.835 -27.007 -7.875 0.028 -0.056 0.128 -0.22
C -17.942 -27.086 -6.759 0.174 -0.141 0.238 -0.07
O -19.550 -27.160 -10.207 -0.357 0.307 0.002 -0.21
C -20.127 -28.462 -10.305 0.125 -0.430 -0.216 -0.08
H -19.906 -24.850 -8.963 0.056 -0.066 0.086 0.09
H -19.140 -23.788 -10.141 0.061 -0.093 -0.035 0.08
H -18.589 -23.748 -8.469 0.098 -0.158 0.084 0.07
H -17.872 -26.123 -6.252 -0.156 0.042 -0.071 0.07
H -16.932 -27.383 -7.045 -0.103 -0.069 -0.213 0.09
H -18.351 -27.833 -6.085 0.026 0.052 0.083 0.09
H -19.699 -29.152 -9.577 -0.020 0.066 0.062 0.09
H -19.921 -28.851 -11.302 -0.042 0.022 0.030 0.09
H -21.200 -28.389 -10.156 -0.006 0.116 0.049 0.09
C -16.903 -23.346 -5.537 -0.936 -0.059 0.681 -0.13
O -15.695 -23.893 -6.012 0.043 0.081 -0.031 -0.19
P -14.441 -22.958 -6.345 -0.149 -0.261 0.177 0.34
O -14.553 -21.581 -5.881 -0.180 0.253 0.187 -0.21
O -13.256 -23.766 -5.732 0.401 -0.149 -0.295 -0.19
C -12.921 -25.075 -6.233 0.262 -0.131 0.016 -0.07
O -14.260 -23.139 -7.904 0.153 -0.120 -0.123 -0.20
C -15.288 -22.582 -8.716 -0.644 0.433 -0.463 -0.08
H -16.776 -22.383 -5.042 0.178 0.132 -0.314 0.09
H -17.341 -23.997 -4.774 0.344 -0.253 -0.075 0.08
H -17.655 -23.283 -6.321 0.230 0.197 -0.216 0.05
H -11.852 -25.090 -6.436 -0.010 0.073 0.062 0.09
H -13.445 -25.306 -7.158 -0.106 0.036 0.045 0.08
H -13.150 -25.815 -5.471 -0.093 0.042 0.027 0.09
H -14.861 -21.871 -9.422 0.170 -0.077 0.066 0.10
H -16.028 -22.029 -8.129 0.132 -0.001 0.079 0.06
H -15.827 -23.350 -9.273 0.275 -0.249 0.133 0.08
C -17.432 -16.490 -7.680 0.431 1.236 0.444 -0.06
O -18.559 -17.308 -8.003 -0.053 -0.248 0.344 -0.19
P -18.377 -18.511 -8.989 -0.203 0.185 0.201 0.36
O -17.918 -18.166 -10.330 0.183 -0.267 -0.294 -0.19
O -17.417 -19.574 -8.315 0.422 -0.247 -0.109 -0.20
C -17.717 -20.113 -7.034 0.235 0.174 1.214 -0.09
O -19.807 -19.155 -8.875 -0.252 0.139 -0.133 -0.21
C -20.130 -20.150 -9.858 -0.691 -0.007 -0.314 -0.07
H -16.594 -16.599 -8.370 -0.135 -0.224 -0.112 0.08
H -17.089 -16.616 -6.652 -0.138 -0.618 -0.071 0.08
H -17.740 -15.442 -7.694 -0.211 -0.122 -0.315 0.08
H -18.012 -21.161 -7.041 -0.278 0.080 -0.545 0.07
H -18.474 -19.525 -6.510 -0.180 -0.059 -0.220 0.07
H -16.828 -20.073 -6.397 0.219 0.079 -0.355 0.08
H -21.216 -20.196 -9.916 0.036 -0.130 0.195 0.08
H -19.731 -21.118 -9.555 0.084 -0.011 -0.080 0.09
H -19.804 -19.862 -10.857 0.310 -0.026 0.130 0.07
C -17.865 -18.219 -4.092 0.034 0.033 -0.355 -0.07
O -18.912 -17.470 -4.732 0.171 0.044 -0.012 -0.22
P -20.409 -17.599 -4.226 0.040 -0.325 0.065 0.35
O -21.263 -16.564 -4.795 -0.184 0.304 -0.339 -0.20
O -20.319 -17.685 -2.656 0.091 -0.059 0.111 -0.20
C -19.808 -16.544 -1.950 -0.052 0.362 0.243 -0.07
O -20.849 -19.082 -4.528 0.051 -0.192 0.125 -0.21
C -21.328 -19.433 -5.840 0.075 0.041 -0.232 -0.06
H -18.244 -19.148 -3.665 -0.002 0.073 0.156 0.09
H -17.382 -17.587 -3.351 -0.098 -0.130 0.204 0.08
H -17.132 -18.466 -4.856 0.019 0.071 -0.014 0.07
H -20.610 -15.845 -1.717 -0.085 -0.094 -0.110 0.10
H -19.057 -16.001 -2.526 0.012 -0.099 -0.070 0.08
H -19.374 -16.902 -1.021 0.031 -0.097 -0.053 0.09
H -20.720 -20.245 -6.230 -0.007 -0.041 0.129 0.06
H -21.257 -18.591 -6.528 -0.098 0.054 0.069 0.07
H -22.359 -19.763 -5.747 -0.045 0.066 0.003 0.10
C -23.579 -15.166 -12.837 0.128 0.542 -0.573 -0.09
O -23.534 -15.051 -11.415 0.048 -0.055 0.186 -0.21
P -22.143 -15.393 -10.734 -0.050 -0.071 0.269 0.33
O -20.985 -14.646 -11.204 0.243 -0.011 -0.226 -0.21
O -22.532 -15.190 -9.221 -0.228 -0.035 -0.135 -0.19
C -21.615 -15.642 -8.227 0.307 -0.298 0.914 -0.08
O -21.956 -16.961 -10.927 -0.087 -0.118 -0.190 -0.23
C -23.031 -17.875 -10.653 0.579 -0.085 0.291 -0.07
H -24.246 -15.975 -13.127 0.000 -0.069 0.062 0.09
H -22.590 -15.310 -13.277 0.008 -0.248 0.184 0.08
H -23.934 -14.222 -13.254 -0.207 -0.097 0.179 0.09
H -20.563 -15.460 -8.453 -0.123 0.244 -0.340 0.08
H -21.711 -16.714 -8.034 -0.177 0.011 -0.254 0.07
H -21.863 -15.136 -7.297 -0.035 0.108 -0.077 0.09
H -22.886 -18.277 -9.648 -0.164 0.109 0.040 0.08
H -22.930 -18.703 -11.352 -0.128 0.093 -0.158 0.09
H -23.999 -17.386 -10.728 -0.080 -0.040 -0.062 0.09
```
Forces are in eV/Å.

The LUMO energy comes out at -0.0008 hartree. The calculation puts the relative energy (zero: lowest compared OMol25 entry of this formula, charge and spin) at 0.000 eV. The calculation puts the HOMO energy at -9.32 eV.